(1)
The following is a DFT calculation (ωB97M-V/def2-TZVPD) of one molecule with the formula C4H9NO2 at a distorted geometry.

The frontier orbital gap comes out at 0.37526 hartree. The calculation puts the LUMO energy at 0.94 eV. The SMILES is COC/C(C)=N\O. As for the highest occupied orbital energy: -0.3407 hartree. The largest force on an atom is 1.29 eV Å⁻¹.

```
16
Properties=species:S:1:pos:R:3:mulliken_charge:R:1
C -1.907 0.023 0.266 -0.6821
O -0.824 0.372 1.181 -0.3785
C 0.299 -0.514 1.167 -0.5465
C 0.795 -0.001 -0.141 0.9326
C 1.629 1.242 -0.179 -1.1206
N 0.352 -0.431 -1.256 -0.6236
O -0.153 -1.750 -1.139 -0.3867
H -2.749 0.088 0.938 0.2919
H -2.042 0.730 -0.575 0.2556
H -1.871 -0.976 -0.198 0.3351
H -0.008 -1.564 1.192 0.2994
H 0.968 -0.328 2.025 0.3292
H 2.581 0.910 -0.600 0.3088
H 1.814 1.686 0.804 0.3295
H 1.202 1.994 -0.845 0.2993
H 0.083 -2.069 -2.015 0.3566
```

=====

(2)
The following is a DFT calculation (ωB97M-V/def2-TZVPD) of a 2-piece molecular cluster, C4H9NO2 overall.

The frontier orbital gap comes out at 0.38591 hartree. The calculation puts the LUMO energy at 0.55 eV. The SMILES is N=C=O.CCCO. As for the highest occupied orbital energy: -0.3656 hartree. The largest force on an atom is 0.94 eV Å⁻¹.

```
16
Properties=species:S:1:pos:R:3:mulliken_charge:R:1
N 2.686 0.048 -0.992 -0.5848
C 2.510 -1.152 -0.844 0.7963
O 2.234 -2.260 -0.607 -0.3919
H 3.360 0.454 -1.621 0.2374
C -2.301 0.098 -0.255 -1.2298
C -0.869 0.597 -0.079 -0.1261
C -0.182 -0.030 1.130 -0.5461
O 1.039 0.594 1.467 -0.5338
H -2.914 0.364 0.614 0.3171
H -2.771 0.540 -1.139 0.3408
H -2.336 -0.992 -0.366 0.3201
H -0.282 0.377 -0.983 0.2675
H -0.857 1.687 0.047 0.2557
H -0.825 0.074 2.012 0.3636
H -0.044 -1.113 0.959 0.2410
H 1.552 0.715 0.655 0.2732
```

=====

(3)
The following is a DFT calculation (ωB97M-V/def2-TZVPD) of C4H9NO2 as an isolated structure at a distorted geometry.

The frontier orbital gap comes out at 0.37693 hartree. The calculation puts the LUMO energy at 0.88 eV. As for the highest occupied orbital energy: -0.3447 hartree. The largest force on an atom is 1.60 eV Å⁻¹.

```
16
Properties=species:S:1:pos:R:3:mulliken_charge:R:1
C -1.831 -0.372 -0.911 -1.2424
C -0.639 0.535 -0.716 0.1196
O -0.852 1.875 -0.513 -0.5221
C 0.068 -0.160 0.951 -0.7687
C 1.334 -0.497 0.280 0.6321
O 1.308 -1.056 -0.808 -0.6278
N 2.507 0.024 0.765 -0.4595
H -2.488 -0.270 -0.046 0.3312
H -1.446 -1.395 -0.967 0.3298
H -2.396 -0.170 -1.832 0.3320
H -0.004 0.480 -1.629 0.3629
H -1.214 1.883 0.376 0.3752
H 0.225 0.331 1.955 0.3684
H -0.555 -1.035 1.170 0.2950
H 3.283 -0.220 0.168 0.2530
H 2.699 0.046 1.756 0.2210
```

=====

(4)
The following is a DFT calculation (ωB97M-V/def2-TZVPD) of a 2-piece molecular cluster, C4H9NO2 overall.

The frontier orbital gap comes out at 0.41298 hartree. The calculation puts the LUMO energy at 0.63 eV. The SMILES is CC(C)O.N=C=O. As for the highest occupied orbital energy: -0.3900 hartree. The largest force on an atom is 0.80 eV Å⁻¹.

```
16
Properties=species:S:1:pos:R:3:mulliken_charge:R:1
C 0.776 0.066 1.963 -1.3491
C 0.237 0.039 0.541 0.5679
C -1.193 -0.469 0.468 -1.2380
O 1.021 -0.845 -0.274 -0.6343
H 0.737 -0.937 2.399 0.3284
H 0.185 0.744 2.588 0.3593
H 1.816 0.414 1.988 0.3817
H 0.283 1.054 0.114 0.1731
H -1.255 -1.475 0.894 0.3213
H -1.863 0.195 1.023 0.3615
H -1.535 -0.514 -0.571 0.3281
H 1.949 -0.586 -0.196 0.3253
N 0.015 -0.111 -2.824 -0.5846
C -0.528 0.962 -2.948 0.6331
O -1.073 1.976 -3.187 -0.4655
H 0.428 -0.512 -1.977 0.4916
```

=====

(5)
The following is a DFT calculation (ωB97M-V/def2-TZVPD) of one molecule with the formula C4H9NO2 at a distorted geometry.

The frontier orbital gap comes out at 0.37960 hartree. The calculation puts the LUMO energy at 0.83 eV. The SMILES is CC[C@H](N)C(=O)O. As for the highest occupied orbital energy: -0.3491 hartree. The largest force on an atom is 2.13 eV Å⁻¹.

```
16
Properties=species:S:1:pos:R:3:mulliken_charge:R:1
C -2.308 0.300 -1.194 -1.0281
C -1.036 0.785 -0.475 -0.7313
C -0.091 -0.421 -0.202 0.1579
N -0.681 -1.426 0.698 -0.5710
C 1.204 0.075 0.409 0.1465
O 1.678 -0.240 1.449 -0.5281
O 1.819 0.942 -0.436 -0.4497
H -2.987 0.005 -0.389 0.2689
H -2.843 1.088 -1.703 0.3444
H -2.065 -0.624 -1.712 0.2989
H -0.462 1.512 -1.043 0.4007
H -1.172 1.129 0.559 0.3984
H 0.078 -0.967 -1.128 0.4759
H -1.613 -1.292 1.062 0.2302
H -0.686 -2.314 0.218 0.2613
H 2.681 1.101 -0.027 0.3252
```

=====

(6)
The following is a DFT calculation (ωB97M-V/def2-TZVPD) of a 2-piece molecular cluster, C4H9NO2 overall.

The frontier orbital gap comes out at 0.40309 hartree. The calculation puts the LUMO energy at 0.98 eV. The SMILES is COC(C)=O.C=N. As for the highest occupied orbital energy: -0.3672 hartree. The largest force on an atom is 0.65 eV Å⁻¹.

```
16
Properties=species:S:1:pos:R:3:mulliken_charge:R:1
C 2.364 0.220 -0.531 -0.6436
O 1.048 0.736 -0.344 -0.3003
C 0.331 0.131 0.622 0.6986
C -0.855 1.011 1.000 -0.8744
O 0.685 -0.864 1.207 -0.5708
H 2.807 0.817 -1.329 0.2381
H 2.933 0.348 0.394 0.2643
H 2.347 -0.838 -0.801 0.2957
H -0.968 1.834 0.292 0.2849
H -1.824 0.518 1.114 0.3413
H -0.597 1.394 1.987 0.2756
C -1.852 -1.195 -0.407 -0.4914
N -0.841 -1.132 -1.168 -0.4371
H -1.729 -1.661 0.577 0.4058
H -2.834 -0.756 -0.618 0.3057
H -1.015 -0.564 -1.996 0.2076
```

=====

(7)
The following is a DFT calculation (ωB97M-V/def2-TZVPD) of a 2-piece molecular cluster, C4H9NO2 overall.

The frontier orbital gap comes out at 0.31894 hartree. The calculation puts the LUMO energy at 0.33 eV. As for the highest occupied orbital energy: -0.3069 hartree. The largest force on an atom is 0.71 eV Å⁻¹.

```
16
Properties=species:S:1:pos:R:3:mulliken_charge:R:1
C -1.051 1.643 -0.169 -0.6185
N -1.357 0.378 1.669 -0.6794
C -1.202 -0.593 0.945 -0.0297
O -0.879 -0.271 -0.464 -0.2786
C 0.344 -0.779 -1.029 -0.3814
C 1.487 -0.818 -0.020 -0.4027
O 1.686 0.425 0.609 -0.5679
H -0.317 2.122 0.464 0.4001
H -0.797 1.679 -1.227 0.2447
H -2.079 1.908 0.038 0.3123
H -1.288 -1.677 1.059 0.3851
H 0.159 -1.770 -1.461 0.2610
H 0.585 -0.090 -1.846 0.2847
H 1.316 -1.616 0.717 0.2926
H 2.412 -1.065 -0.553 0.3888
H 0.980 0.523 1.268 0.3889
```

=====

(8)
The following is a DFT calculation (ωB97M-V/def2-TZVPD) of a 2-piece molecular cluster, C4H9NO2 overall.

The frontier orbital gap comes out at 0.38519 hartree. The calculation puts the LUMO energy at 0.76 eV. The SMILES is CC(=O)C/N=C\O.[H][H]. As for the highest occupied orbital energy: -0.3573 hartree. The largest force on an atom is 0.56 eV Å⁻¹.

```
16
Properties=species:S:1:pos:R:3:mulliken_charge:R:1
C -0.018 0.214 -2.176 -1.3171
C 0.383 0.089 -0.733 0.8567
O 1.378 -0.571 -0.458 -0.6573
C -0.352 0.894 0.341 -0.6531
N -0.765 0.171 1.539 -0.5693
C 0.139 -0.315 2.292 0.1897
O 1.457 -0.328 2.100 -0.5439
H -1.092 0.333 -2.329 0.3415
H 0.357 -0.653 -2.723 0.3648
H 0.491 1.104 -2.567 0.3697
H 0.348 1.698 0.616 0.4149
H -1.239 1.364 -0.094 0.3052
H -0.168 -0.800 3.221 0.3820
H 1.624 -0.360 1.111 0.4434
H -1.197 -1.534 -0.419 0.0244
H -1.346 -1.306 0.277 0.0482
```

=====

(9)
The following is a DFT calculation (ωB97M-V/def2-TZVPD) of one molecule with the formula C4H9NO2 at a distorted geometry.

The frontier orbital gap comes out at 0.36730 hartree. The calculation puts the LUMO energy at 0.58 eV. The SMILES is C[C@@H](CO)NC=O. As for the highest occupied orbital energy: -0.3461 hartree. The largest force on an atom is 3.18 eV Å⁻¹.

```
16
Properties=species:S:1:pos:R:3:mulliken_charge:R:1
C -1.360 -0.877 0.573 -1.0814
C 0.148 -0.792 0.248 0.2260
C 0.469 -1.587 -0.991 -0.6075
O 0.069 -0.773 -2.149 -0.5811
N 0.508 0.726 0.052 -0.2634
C 0.342 1.885 0.837 0.0466
O -0.066 1.841 1.962 -0.5253
H -1.585 -0.464 1.615 0.3056
H -1.629 -1.910 0.344 0.3620
H -1.817 -0.129 -0.194 0.2478
H 0.812 -1.182 1.032 0.3070
H 1.513 -1.639 -1.139 0.3802
H -0.010 -2.563 -0.831 0.3281
H 0.389 -1.142 -2.988 0.2928
H 0.581 0.822 -0.978 0.2344
H 0.569 2.806 0.269 0.3282
```

=====

(10)
The following is a DFT calculation (ωB97M-V/def2-TZVPD) of a 2-piece molecular cluster, C4H9NO2 overall at a distorted geometry.

The frontier orbital gap comes out at 0.38009 hartree. The calculation puts the LUMO energy at 0.70 eV. The SMILES is CC(=O)NO.C=C. As for the highest occupied orbital energy: -0.3544 hartree. The largest force on an atom is 1.53 eV Å⁻¹.

```
16
Properties=species:S:1:pos:R:3:mulliken_charge:R:1
C -2.557 -0.654 -0.401 -1.0667
C -1.372 0.157 0.059 0.6605
O -1.415 1.323 0.381 -0.6061
N -0.225 -0.579 0.286 0.0116
O -0.084 -1.922 -0.081 -0.4669
H -3.372 0.016 -0.658 0.3059
H -2.285 -1.265 -1.257 0.3323
H -2.882 -1.312 0.404 0.2862
H 0.625 -0.115 0.593 0.2332
H -0.298 -2.464 0.695 0.3362
C 1.875 1.269 -0.482 -0.5855
C 2.736 0.977 0.487 -0.4728
H 0.981 1.884 -0.322 0.2659
H 2.109 1.069 -1.518 0.2220
H 2.494 1.144 1.526 0.3149
H 3.670 0.472 0.289 0.2294
```

=====

(11)
The following is a DFT calculation (ωB97M-V/def2-TZVPD) of one molecule with the formula C4H9NO2.

The frontier orbital gap comes out at 0.36784 hartree. The calculation puts the LUMO energy at 0.91 eV. The SMILES is C=C(C)N(O)OC. As for the highest occupied orbital energy: -0.3345 hartree. The largest force on an atom is 0.98 eV Å⁻¹.

```
16
Properties=species:S:1:pos:R:3:mulliken_charge:R:1
C 0.692 -0.289 1.666 -0.6908
C 0.936 0.286 0.497 0.6821
C 1.293 1.720 0.264 -1.1533
N 0.451 -0.433 -0.681 -0.1408
O 0.968 -1.736 -0.561 -0.4181
O -0.961 -0.459 -0.182 -0.2020
C -2.116 -0.559 -0.986 -0.6700
H 0.329 -1.312 1.685 0.3019
H 0.669 0.297 2.574 0.2744
H 1.818 2.131 1.134 0.3444
H 0.360 2.277 0.121 0.2564
H 1.912 1.861 -0.630 0.3097
H 1.049 -2.050 -1.472 0.3437
H -2.212 0.210 -1.760 0.2908
H -2.263 -1.560 -1.409 0.2340
H -2.925 -0.383 -0.258 0.2375
```

=====

(12)
The following is a DFT calculation (ωB97M-V/def2-TZVPD) of one molecule with the formula C4H9NO2 at a distorted geometry.

The frontier orbital gap comes out at 0.38521 hartree. The calculation puts the LUMO energy at 0.78 eV. The SMILES is CNC(=O)[C@@H](C)O. As for the highest occupied orbital energy: -0.3565 hartree. The largest force on an atom is 5.56 eV Å⁻¹.

```
16
Properties=species:S:1:pos:R:3:mulliken_charge:R:1
C -1.705 -0.997 -0.800 -0.8599
N -0.435 -1.365 -0.222 -0.1663
C 0.772 -0.682 -0.178 0.3372
O 1.727 -1.297 0.341 -0.6868
C 0.613 0.826 -0.140 0.4096
C 0.259 1.408 1.200 -1.2125
O 2.027 0.940 -0.772 -0.6094
H -2.160 -1.889 -1.239 0.3365
H -2.351 -0.636 0.004 0.2668
H -1.578 -0.237 -1.572 0.3022
H -0.361 -2.316 0.123 0.2463
H 0.027 1.287 -0.940 0.3558
H -0.829 1.510 1.277 0.3081
H 0.560 0.760 2.028 0.2978
H 0.746 2.381 1.330 0.3519
H 2.688 0.304 -0.440 0.3228
```

=====

What did the eleventh record say?
The following is a DFT calculation (ωB97M-V/def2-TZVPD) of one molecule with the formula C4H9NO2.

The frontier orbital gap comes out at 0.36784 hartree. The calculation puts the LUMO energy at 0.91 eV. The SMILES is C=C(C)N(O)OC. As for the highest occupied orbital energy: -0.3345 hartree. The largest force on an atom is 0.98 eV Å⁻¹.

```
16
Properties=species:S:1:pos:R:3:mulliken_charge:R:1
C 0.692 -0.289 1.666 -0.6908
C 0.936 0.286 0.497 0.6821
C 1.293 1.720 0.264 -1.1533
N 0.451 -0.433 -0.681 -0.1408
O 0.968 -1.736 -0.561 -0.4181
O -0.961 -0.459 -0.182 -0.2020
C -2.116 -0.559 -0.986 -0.6700
H 0.329 -1.312 1.685 0.3019
H 0.669 0.297 2.574 0.2744
H 1.818 2.131 1.134 0.3444
H 0.360 2.277 0.121 0.2564
H 1.912 1.861 -0.630 0.3097
H 1.049 -2.050 -1.472 0.3437
H -2.212 0.210 -1.760 0.2908
H -2.263 -1.560 -1.409 0.2340
H -2.925 -0.383 -0.258 0.2375
```

=====

Which value of frontier orbital gap does entry 3 give?
0.37693 hartree

=====

Which value of highest occupied orbital energy does entry 10 give?
-0.3544 hartree